Entry 1:
{"formula": "C21H43BO8S", "method": "the ωB97M-V functional and the def2-TZVPD basis", "symbols": ["O", "C", "O", "C", "C", "B", "S", "H", "H", "H", "H", "H", "H", "H", "C", "C", "O", "C", "H", "H", "H", "H", "H", "H", "C", "C", "O", "C", "H", "H", "H", "H", "H", "H", "C", "C", "O", "C", "H", "H", "H", "H", "H", "H", "C", "C", "O", "C", "H", "H", "H", "H", "H", "H", "C", "C", "O", "C", "H", "H", "H", "H", "H", "H", "C", "C", "O", "C", "H", "H", "H", "H", "H", "H"], "coordinates": [[3.04369, -0.40505, 2.78538], [2.14964, 0.00776, 2.08552], [2.07905, 1.32557, 1.69087], [1.01995, -0.85407, 1.61281], [-0.03540, -0.92682, 2.76731], [-1.38970, -0.30494, 2.29682], [-1.52330, 1.53666, 2.09383], [1.90104, 1.84531, 2.47962], [1.39015, -1.85057, 1.41900], [0.57918, -0.43964, 0.71244], [0.31066, -0.34450, 3.61842], [-0.10979, -1.95048, 3.11229], [-2.36375, -0.93945, 2.08006], [-0.56308, 1.80054, 1.19914], [3.59236, 1.50448, -3.79871], [2.47706, 1.42630, -2.78902], [1.33302, 1.69130, -3.07745], [2.85498, 1.00993, -1.38741], [3.19594, 1.82168, -4.75890], [4.33916, 2.22646, -3.47451], [4.06556, 0.52656, -3.90890], [3.57654, 1.71197, -0.96777], [3.29937, 0.01240, -1.40256], [1.96908, 1.00028, -0.76214], [5.44403, 1.93312, 2.85910], [5.94623, 3.10970, 3.65650], [6.27106, 4.14788, 3.13042], [6.02024, 2.93027, 5.15502], [5.43828, 2.18799, 1.80193], [6.09166, 1.06982, 3.01736], [4.43681, 1.66644, 3.16621], [6.69045, 2.10508, 5.39960], [5.03029, 2.70490, 5.55439], [6.39274, 3.84305, 5.61319], [-6.46101, -1.00453, -0.34161], [-5.08537, -1.26996, 0.21458], [-4.75511, -0.88872, 1.31158], [-4.13429, -2.04100, -0.67107], [-7.04289, -0.44555, 0.38750], [-6.38508, -0.42315, -1.26229], [-6.96915, -1.94620, -0.55575], [-3.97202, -1.50055, -1.60486], [-4.55237, -3.02183, -0.90195], [-3.18261, -2.16826, -0.16040], [3.33449, 5.91322, -3.64415], [4.71112, 5.45878, -4.06425], [4.90075, 4.35046, -4.50602], [5.83697, 6.45085, -3.90409], [2.61872, 5.11083, -3.80769], [3.33684, 6.18274, -2.58686], [3.03509, 6.78580, -4.22649], [5.93386, 6.73987, -2.85659], [5.63443, 7.34439, -4.49629], [6.76833, 6.00206, -4.23954], [-10.76955, -1.65692, -1.02576], [-10.22594, -2.97140, -0.52046], [-9.06893, -3.27873, -0.67710], [-11.19654, -3.88214, 0.19066], [-9.97551, -1.09806, -1.51457], [-11.57530, -1.83494, -1.73931], [-11.16220, -1.07031, -0.19400], [-12.01889, -4.14571, -0.47600], [-11.60520, -3.37996, 1.06865], [-10.68358, -4.78806, 0.50260], [0.92672, -5.77716, -0.36282], [1.67766, -5.15066, 0.78719], [1.10552, -4.54562, 1.66156], [3.17804, -5.31541, 0.79318], [-0.13750, -5.58743, -0.24894], [1.26876, -5.35298, -1.30805], [1.09986, -6.85407, -0.38014], [3.60633, -4.87403, -0.10807], [3.43775, -6.37461, 0.82078], [3.59464, -4.82100, 1.66703]], "forces_ev_per_angstrom": [[-0.6, 0.5, -0.4], [0.8, -0.8, 0.4], [-0.4, -0.2, 0.1], [0.0, 0.2, 0.2], [0.0, 0.1, -0.3], [0.3, 0.2, -0.1], [-0.8, 0.0, -0.3], [0.3, 0.4, 0.2], [0.1, -0.2, -0.1], [0.0, 0.0, -0.2], [0.1, 0.1, 0.2], [-0.1, -0.2, -0.1], [-0.2, 0.1, 0.3], [0.5, -0.2, 0.3], [-0.2, -0.1, -0.1], [0.1, 0.0, 0.0], [-0.1, 0.0, 0.0], [-0.2, 0.0, -0.1], [0.0, 0.0, 0.0], [0.1, -0.1, 0.0], [0.1, 0.0, 0.1], [0.1, -0.1, 0.0], [0.1, 0.1, 0.0], [0.0, 0.0, 0.0], [0.2, 0.3, -0.1], [0.0, -0.1, 0.0], [0.0, 0.1, 0.0], [0.1, 0.2, 0.0], [0.0, 0.0, 0.0], [-0.1, -0.1, 0.1], [0.0, -0.2, 0.1], [-0.1, -0.1, 0.0], [0.0, -0.1, 0.0], [0.0, 0.0, 0.0], [0.0, 0.1, 0.2], [0.0, 0.0, -0.1], [0.0, 0.0, 0.1], [0.1, 0.0, 0.1], [0.0, 0.0, 0.0], [0.0, -0.1, -0.1], [0.0, 0.0, -0.1], [-0.1, -0.1, -0.1], [0.0, 0.0, -0.1], [0.0, 0.0, 0.0], [0.0, -0.2, -0.1], [0.0, 0.1, 0.0], [0.1, 0.0, 0.0], [0.1, -0.1, -0.1], [0.0, 0.0, 0.0], [0.0, 0.1, 0.0], [0.0, 0.1, 0.1], [-0.1, 0.1, 0.0], [0.0, 0.1, 0.1], [0.0, 0.0, 0.0], [0.2, 0.0, 0.0], [-0.1, 0.0, 0.0], [0.1, -0.1, 0.0], [0.2, -0.1, 0.0], [0.0, 0.0, 0.0], [-0.1, 0.0, 0.1], [-0.1, 0.0, 0.0], [-0.1, 0.1, 0.0], [-0.1, 0.0, 0.0], [0.0, 0.0, 0.0], [-0.1, 0.1, 0.1], [0.1, -0.1, -0.1], [-0.1, 0.1, 0.1], [0.0, 0.1, 0.2], [0.0, 0.0, 0.0], [0.1, -0.1, 0.0], [0.1, 0.0, -0.1], [0.0, -0.1, -0.1], [0.0, 0.0, -0.1], [0.0, 0.0, 0.0]], "lumo_energy_ha": 0.00939, "homo_energy_ev": -9.08, "e_tot_ha": -1850.89937, "homo_lumo_gap_ha": 0.343, "charge": 0, "multiplicity": 1, "largest_force_ev_per_a": 1.2}


Entry 2:
{"formula": "C32H49N6O9P2", "method": "the ωB97M-V functional and the def2-TZVPD basis", "symbols": ["C", "C", "C", "C", "C", "N", "C", "C", "C", "C", "C", "C", "C", "O", "C", "C", "C", "C", "N", "O", "C", "C", "C", "O", "C", "O", "N", "C", "C", "C", "C", "C", "N", "C", "N", "N", "P", "P", "O", "O", "O", "H", "H", "H", "H", "H", "H", "H", "H", "H", "H", "H", "H", "H", "H", "H", "H", "H", "H", "H", "H", "H", "H", "H", "H", "H", "H", "H", "H", "H", "H", "H", "H", "H", "H", "H", "H", "H", "H", "H", "H", "H", "H", "H", "H", "H", "C", "C", "C", "O", "C", "C", "C", "O", "H", "H", "H", "H"], "coordinates": [[-3.15547, 2.76029, 2.79960], [-2.30362, 1.61521, 2.08210], [-2.28891, 0.25546, 2.86976], [-1.89803, 0.37398, 4.40157], [-0.78395, -0.69220, 4.79871], [-1.13837, -2.06284, 4.34573], [-0.87950, -3.08137, 5.39327], [-0.31925, -4.37239, 4.69307], [-1.17134, -5.53192, 4.40555], [-0.61398, -6.69005, 3.71359], [0.78374, -6.75858, 3.29181], [1.63803, -5.61701, 3.60477], [1.08588, -4.45348, 4.28404], [1.90907, -3.34294, 4.56447], [-0.84838, 2.22431, 1.80090], [0.06696, 2.59051, 3.03451], [1.13548, 3.72174, 2.75897], [1.75475, 3.71682, 1.32674], [1.09843, 4.21947, 0.15038], [2.89097, 3.29025, 1.19418], [-0.34528, 1.18813, 0.72880], [1.07073, 0.62732, 0.45864], [1.52699, 0.71755, -1.04801], [2.37953, -0.43356, -1.25490], [2.91729, -0.43216, -2.55265], [2.49244, -1.21762, -3.34265], [-1.42346, 0.85854, 0.05625], [-2.68848, 1.49434, 0.53111], [-3.11800, 2.84527, -0.20830], [-2.88978, 2.78832, -1.77118], [-1.50320, 3.40556, -2.24782], [-1.08978, 2.59759, -3.56680], [0.24744, 2.93783, -4.08398], [0.30369, 4.19087, -4.83562], [1.35087, 4.41365, -5.53780], [-0.70557, 5.22219, -4.81999], [-4.27941, 0.43956, 0.36953], [-4.31793, -0.56416, -1.55194], [-4.91560, 0.24214, -2.65531], [-2.83921, -1.16366, -2.00925], [-5.32458, -1.90203, -1.37034], [-3.42294, 2.48544, 3.85422], [-2.56376, 3.71479, 2.88322], [-4.14026, 2.93452, 2.28085], [-1.55622, -0.47500, 2.41224], [-3.27628, -0.28191, 2.83584], [-2.80205, 0.06842, 5.00379], [-1.63666, 1.40228, 4.74737], [-0.81846, -0.72709, 5.92688], [0.24698, -0.36291, 4.50218], [-0.51544, -2.28874, 3.56220], [-0.11922, -2.74672, 6.15455], [-1.80294, -3.36457, 5.96108], [-2.23849, -5.48751, 4.72437], [-1.31001, -7.53852, 3.50545], [1.15920, -7.65586, 2.75391], [2.70900, -5.67936, 3.30612], [1.86605, -3.24158, 5.53361], [-0.89022, 3.18482, 1.22228], [-0.62295, 2.99459, 3.82608], [0.56126, 1.63459, 3.36517], [0.77579, 4.75900, 2.99829], [1.99115, 3.53163, 3.46405], [1.58228, 3.94175, -0.70375], [1.08613, 5.24801, 0.17125], [1.00902, -0.47973, 0.69468], [1.83525, 1.02600, 1.17975], [0.65315, 0.69547, -1.75277], [2.16498, 1.62739, -1.19901], [3.71811, 0.31949, -2.81181], [-1.28033, 0.20115, -0.71829], [-4.21156, 3.05412, -0.05655], [-2.58046, 3.75057, 0.17474], [-3.70273, 3.40401, -2.24407], [-2.96398, 1.76402, -2.21566], [-0.73631, 3.29950, -1.43857], [-1.68811, 4.47675, -2.52120], [-1.90999, 2.74048, -4.32421], [-1.13548, 1.50037, -3.29414], [0.94709, 2.89488, -3.34532], [1.96666, 3.59287, -5.42251], [-1.65125, 4.86044, -4.92632], [-0.61526, 5.84912, -4.02318], [-5.43403, 1.28861, 0.35139], [-2.93254, -1.93829, -2.59942], [-5.39835, -2.01190, -0.40062], [6.91325, -4.12451, -5.58648], [6.31066, -4.82699, -6.54428], [4.83956, -4.78947, -6.71455], [4.28922, -5.43038, -7.58532], [4.06579, -3.93983, -5.77999], [4.66892, -3.23800, -4.82277], [6.13859, -3.27563, -4.65294], [6.68789, -2.63267, -3.77996], [7.98676, -4.14007, -5.44655], [6.86099, -5.45220, -7.23602], [2.99215, -3.92358, -5.91929], [4.11923, -2.61301, -4.13155]], "forces_ev_per_angstrom": [[-0.2, -0.5, 0.3], [0.0, 2.0, -0.2], [0.4, -0.2, 0.3], [-0.2, -1.1, 0.2], [-1.0, 0.7, 1.1], [1.0, 0.6, 0.2], [0.7, -1.6, -0.3], [0.3, -1.8, -0.7], [2.3, 0.4, -0.5], [0.5, 1.0, 0.3], [-1.4, 2.2, 1.4], [-1.6, -0.3, 0.2], [-1.2, -1.2, -0.3], [-0.5, -1.0, 0.3], [1.1, -0.6, 0.3], [-0.4, -0.3, -0.5], [0.2, 0.1, -0.1], [2.0, 0.0, -0.2], [-0.5, 0.4, 1.0], [-1.0, -0.4, 0.2], [-0.7, 1.1, 0.7], [-0.7, -0.6, 0.1], [0.6, 0.0, 0.7], [-0.1, 1.0, -0.7], [-0.6, -0.4, -0.3], [0.5, 0.4, 0.3], [1.7, -0.1, -0.3], [-1.7, 0.5, 0.4], [0.6, 0.4, -0.7], [0.4, 0.8, -0.1], [-1.1, -1.0, -0.7], [-0.3, 0.1, 1.5], [-2.0, 0.7, -0.2], [1.8, 0.3, -0.6], [-0.6, -0.5, 0.9], [0.1, -1.1, 0.1], [0.7, -1.8, 1.5], [-2.1, -0.7, -4.1], [0.9, -0.4, 1.4], [-1.0, 0.4, 1.3], [2.0, 1.9, 1.3], [0.3, 0.1, -1.0], [-0.8, -0.9, -0.4], [1.1, 0.0, 0.5], [-0.8, 0.8, 0.2], [0.9, 0.8, -0.3], [0.9, 0.4, -0.6], [0.0, -0.9, -0.4], [0.3, 0.2, -1.1], [-0.8, -0.3, 0.1], [-0.4, -0.1, 0.4], [-0.7, -0.1, -0.6], [0.7, 0.4, -0.6], [1.0, -0.2, -0.4], [0.8, 0.8, 0.2], [-0.2, 0.9, 0.6], [-1.0, 0.4, 0.4], [0.2, 0.2, -0.5], [-0.5, -0.9, 0.2], [0.8, -0.7, -0.6], [-0.4, 1.2, 0.1], [-0.1, -1.0, -0.3], [-0.7, 0.3, -0.9], [0.3, 0.1, 0.5], [-0.5, -0.5, 0.1], [-0.1, 1.0, -0.3], [-0.9, -0.1, -0.9], [0.7, 0.0, 0.5], [-0.8, -0.5, 0.1], [-0.6, -0.5, 0.7], [-0.9, 0.2, 0.0], [1.2, -0.4, 0.2], [-0.3, -0.8, -0.2], [0.7, -0.8, 0.4], [-0.2, 0.7, 0.6], [-0.4, 0.2, -0.8], [0.6, -0.9, 0.5], [1.1, -0.1, 0.5], [0.2, 1.0, -0.4], [-0.1, 0.2, -0.3], [-0.2, 0.4, -0.3], [0.3, 0.3, 0.2], [-0.1, -0.2, -0.3], [0.9, 0.0, -0.8], [0.0, 0.4, 0.3], [-0.2, -0.6, -0.5], [0.0, -0.1, -0.1], [0.2, 0.1, 0.1], [-0.1, -0.1, -0.2], [0.1, 0.1, 0.1], [0.0, 0.1, 0.2], [-0.1, -0.1, -0.1], [0.1, 0.1, 0.1], [-0.1, 0.0, -0.1], [0.0, 0.0, 0.0], [0.0, 0.0, 0.0], [0.0, 0.0, 0.0], [0.0, 0.0, -0.1]], "lumo_energy_ha": -0.15204, "homo_energy_ev": -10.78, "e_tot_ha": -2936.80449, "de_lowest_kj_mol": 280.8, "homo_lumo_gap_ha": 0.244, "charge": 1, "multiplicity": 1, "largest_force_ev_per_a": 4.7}